<a>
# C4H6OS

The molecule C4H6OS (wB97M-V/def2-TZVPD, OMol25).

```
12
Properties=species:S:1:pos:R:3:nbo_charge:R:1
C -0.90431 0.04724 -1.02899 -0.167
C -1.66870 -0.68693 -1.79284 -0.487
C 1.30674 -0.35368 0.77610 -0.147
C 0.45124 0.84600 1.22712 -0.527
O 0.86881 -0.97380 -0.31018 -0.246
S -0.43732 1.45891 -0.21416 0.336
H -2.61995 -0.23909 -1.94669 0.187
H -1.48506 -1.56489 -2.27294 0.206
H 2.32103 -0.09075 0.48139 0.173
H 1.29957 -0.87079 1.69634 0.225
H -0.19499 0.75278 2.01296 0.215
H 1.06293 1.67500 1.37188 0.231
```

Summary:
2S+1	3
orbital gap (spin up / spin down)	7.0 / 6.6	eV
<S²>	2.01
LUMO (spin up / spin down)	0.751 / -2.212	eV

=====

<b>
# C4H6OS

A structure of composition C4H6OS (wB97M-V/def2-TZVPD, OMol25).

```
12
Properties=species:S:1:pos:R:3:nbo_charge:R:1
C 0.41050 2.48138 -0.70444 -0.463
C 1.21617 1.48884 -0.94923 -0.295
C -0.30414 -0.83000 0.62817 0.382
C -0.87505 -2.21119 0.76451 -0.731
O -0.28948 0.10460 1.38191 -0.462
S 0.51871 -0.69919 -0.96495 0.282
H 0.50757 3.48322 -0.99694 0.190
H -0.47755 2.25393 -0.24021 0.181
H 2.25890 1.64098 -1.30977 0.168
H -1.32789 -2.55184 -0.21500 0.253
H -0.00642 -2.91062 1.04416 0.258
H -1.63132 -2.25012 1.56178 0.236
```

Summary:
2S+1	3
orbital gap (spin up / spin down)	6.9 / 6.2	eV
<S²>	2.01
LUMO (spin up / spin down)	0.685 / -3.118	eV

=====

Tell me which of them is the least stable. Sure, it is <a>.

=====

<a>
# C5H11N2

A cluster of 2 separate species, C5H11N2 in total (wB97M-V/def2-TZVPD, OMol25).

```
18
Properties=species:S:1:pos:R:3:nbo_charge:R:1
C -0.70268 -2.34004 -0.86517 -0.456
C -2.55916 -1.23433 -1.64292 -0.066
N -1.82533 -1.43285 -0.59677 -0.423
H 0.27505 -1.85272 -0.88510 0.191
H -0.89309 -2.95376 -1.81286 0.192
H -0.66611 -2.98739 -0.00339 0.216
H -3.49013 -0.61467 -1.53423 0.196
H -2.28535 -1.70972 -2.63461 0.162
C 0.68744 0.98107 0.80941 -0.085
C 0.10829 1.22701 -0.35844 -0.282
C 2.36690 1.85064 2.31886 0.097
N 1.64415 1.90869 1.22793 -0.392
H 0.68519 0.14434 1.52399 0.244
H 0.22472 2.16576 -0.92768 0.222
H -0.63500 0.54610 -0.81127 0.272
H 3.21166 2.49101 2.50694 0.245
H 2.07868 1.08129 3.04830 0.226
H 1.77479 2.72958 0.63700 0.442
```

Summary:
charge	+1
orbital gap	7.3	eV
LUMO	-5.641	eV

=====

<b>
# C5H11N2

The ion C5H11N2 with charge +1 (wB97M-V/def2-TZVPD, OMol25).

```
18
Properties=species:S:1:pos:R:3:nbo_charge:R:1
C -2.50783 0.45446 -0.45087 -0.716
C -1.73201 -0.53851 0.34470 0.295
N -0.43382 -0.39752 0.35150 -0.423
C 0.33454 0.57952 -0.32582 0.046
C 1.35190 1.32160 0.50121 -0.203
N 1.73072 0.28097 -0.43196 -0.374
C 2.29115 -1.03293 -0.29221 -0.434
H -2.86188 1.31478 0.27372 0.294
H -1.99237 0.68591 -1.41805 0.258
H -3.45382 0.13526 -0.64568 0.258
H -2.33784 -1.25157 0.75151 0.239
H 0.18904 -1.08376 0.89512 0.453
H -0.28666 1.19595 -0.99594 0.231
H 1.69699 2.26235 0.29807 0.230
H 1.52107 1.00369 1.48493 0.190
H 3.36584 -0.93945 -0.70293 0.262
H 2.35267 -1.16440 0.84225 0.176
H 1.56427 -1.61530 -0.85927 0.219
```

Summary:
charge	+1
SMILES string	C/C=[NH+]\[C@H]1CN1C
orbital gap	8.2	eV
LUMO	-4.835	eV

=====

Tell me which of them is the least stable. Sure, it is <b>.

=====

<a>
# C5H11N2

A cluster of 2 separate species, C5H11N2 in total (wB97M-V/def2-TZVPD, OMol25).

```
18
Properties=species:S:1:pos:R:3:nbo_charge:R:1
C -0.22184 -1.69898 -2.21599 -0.475
C 0.44365 -1.66877 -1.10152 0.067
C 1.20998 0.31692 0.85959 -0.262
C -0.14540 0.16651 1.68114 -0.265
C -0.28151 1.14349 -0.52308 -0.091
N 0.96377 0.44588 -0.51899 -0.428
N -0.99013 1.07932 0.87887 -0.526
H -0.57512 -2.72368 -2.49384 0.270
H -0.41548 -0.90580 -2.97533 0.270
H 0.80110 -2.12145 -0.20702 0.222
H 1.66363 1.18092 1.17158 0.203
H 1.98686 -0.53263 1.04460 0.232
H -0.45441 -0.79770 1.72184 0.223
H 0.03467 0.39473 2.69106 0.245
H -0.04655 2.17794 -0.75028 0.222
H -1.01693 0.63873 -1.21365 0.218
H -1.90707 0.81702 0.75647 0.429
H -1.04920 2.08755 1.19455 0.447
```

Summary:
charge	+1
orbital gap (spin up / spin down)	9.0 / 9.0	eV
LUMO (spin up / spin down)	-3.720 / -3.718	eV

=====

<b>
# C5H11N2

The ion C5H11N2 with charge +1 (wB97M-V/def2-TZVPD, OMol25).

```
18
Properties=species:S:1:pos:R:3:nbo_charge:R:1
C 0.55728 3.62896 0.16935 0.037
N 0.57239 2.35448 0.17770 -0.429
C -0.14608 1.30720 0.70572 0.013
C -0.64486 0.39104 -0.22857 -0.336
C -1.16795 -0.96759 0.09530 -0.473
C -0.23178 -2.17457 -0.21663 -0.241
N 1.19873 -1.82515 -0.42001 -0.693
H -0.27226 4.06800 0.67022 0.163
H 1.31972 4.23018 -0.31433 0.202
H -0.15076 1.03282 1.71681 0.213
H -0.83369 0.65539 -1.25595 0.216
H -2.12973 -1.05425 -0.43079 0.250
H -1.54044 -0.93344 1.22820 0.232
H -0.26169 -2.98562 0.46613 0.231
H -0.67090 -2.52974 -1.20648 0.234
H 1.35568 -1.20845 0.40134 0.452
H 1.34503 -1.22393 -1.23218 0.462
H 1.70131 -2.76535 -0.32585 0.466
```

Summary:
charge	+1
SMILES string	C=N/C=C/CC[NH3+]
orbital gap	8.2	eV
LUMO	-3.573	eV

=====

<c>
# C5H11N2

A cluster of 2 separate species, C5H11N2 in total (wB97M-V/def2-TZVPD, OMol25).

```
18
Properties=species:S:1:pos:R:3:nbo_charge:R:1
C 0.55299 3.13659 -0.70527 -0.022
C -1.82883 1.05280 -0.52054 -0.055
C 0.65397 -1.38152 -1.01969 -0.726
C -0.32746 -1.10968 1.32509 -0.734
C 0.51472 -0.64578 0.23578 0.303
N 0.22509 1.98154 -1.08412 -0.244
N -0.57012 1.14270 -0.50226 -0.179
H 1.25100 3.68104 -1.31981 0.216
H 0.17400 3.60933 0.19728 0.183
H -2.46234 1.81085 -0.96699 0.211
H -2.30301 0.18633 -0.09165 0.203
H 1.54359 -2.01600 -0.92522 0.289
H -0.20276 -2.01343 -1.24242 0.242
H 0.87040 -0.72329 -1.85983 0.280
H -1.22537 -1.62570 0.99316 0.246
H -0.56260 -0.32937 2.04632 0.267
H 0.27551 -1.84476 1.87560 0.304
H 1.34571 0.00162 0.49991 0.217
```

Summary:
charge	+1
orbital gap	9.4	eV
LUMO	-4.821	eV

=====

Tell me which of them is the least stable. Sure, it is <a>.

=====

<a>
# C5H11N2

A cluster of 2 separate species, C5H11N2 in total (wB97M-V/def2-TZVPD, OMol25).

```
18
Properties=species:S:1:pos:R:3:nbo_charge:R:1
C 0.08367 -1.45127 -0.20233 0.116
C 0.39222 -1.85972 -1.40725 -0.311
C -0.37587 -1.62150 1.17394 -0.229
C 1.88192 1.10543 0.09041 -0.445
C -2.18472 1.25959 0.14453 -0.405
N 1.08208 0.41249 1.05929 -0.278
N 0.04556 -0.33424 0.61838 -0.077
H 0.75618 -1.17943 -2.15837 0.234
H 0.28012 -2.89083 -1.68688 0.250
H -1.43219 -1.71103 1.39296 0.245
H 0.27799 -2.09996 1.89481 0.245
H 1.31049 1.85794 -0.46496 0.223
H 2.69838 1.59767 0.61118 0.250
H 2.28966 0.38267 -0.61632 0.228
H -2.01138 1.85869 1.01521 0.179
H -1.85303 1.60060 -0.81617 0.183
H -2.85193 0.42360 0.19770 0.182
H 0.88901 0.90525 1.92550 0.409
```

Summary:
charge	+1
orbital gap (spin up / spin down)	6.3 / 9.8	eV
LUMO (spin up / spin down)	-6.400 / -3.953	eV

=====

<b>
# C5H11N2

The ion C5H11N2 with charge +1 (wB97M-V/def2-TZVPD, OMol25).

```
18
Properties=species:S:1:pos:R:3:nbo_charge:R:1
C -0.95500 -1.12958 -0.66309 -0.253
C 0.15309 -1.53569 0.20637 -0.098
C 0.68279 -0.50998 1.17783 -0.252
C -0.80872 0.93397 0.15122 0.234
C -0.13501 2.23901 0.19744 -0.689
N 1.52917 -0.93488 0.07034 -0.533
N -0.67138 0.23206 -1.00943 -0.580
H -1.12607 -1.61320 -1.62059 0.243
H -1.89901 -1.34056 0.03035 0.254
H 0.11093 -2.57570 0.39934 0.241
H 1.05679 -0.76654 2.13698 0.227
H -1.62456 0.68658 0.82325 0.231
H -0.52346 2.75272 1.01558 0.256
H -0.54169 2.86822 -0.59844 0.247
H 0.92437 2.00057 0.01818 0.234
H 2.28577 -1.54123 0.08316 0.432
H 1.61252 -0.25874 -0.67479 0.392
H -0.07052 0.49297 -1.74369 0.413
```

Summary:
charge	+1
orbital gap	9.6	eV
LUMO	-3.406	eV

=====

Tell me which of them is the least stable. Sure, it is <a>.

=====

<a>
# C5H19NO7

A cluster of 6 separate species, C5H19NO7 in total (wB97M-V/def2-TZVPD, OMol25).

```
32
Properties=species:S:1:pos:R:3:nbo_charge:R:1
O 0.25475 0.24494 0.61355 -0.675
C -0.66554 -0.43965 0.98871 0.821
O -0.92391 -0.63395 2.28976 -0.677
C -1.60032 -1.23759 0.10042 -0.164
C -2.57411 -0.30478 -0.59592 -0.403
C -1.91306 -0.03244 -1.96786 -0.424
C -1.05894 -1.25613 -2.23721 -0.227
N -0.83242 -1.90722 -0.91113 -0.637
H -0.35031 -0.06228 2.82590 0.498
H -2.11375 -1.97587 0.70074 0.224
H -2.86713 0.50931 0.06984 0.230
H -3.54048 -0.80637 -0.72497 0.214
H -2.64240 0.18405 -2.74223 0.226
H -1.28524 0.84789 -1.83845 0.213
H -0.05632 -1.02044 -2.58538 0.204
H -1.50836 -1.91080 -2.98439 0.187
H -0.76454 -2.90872 -0.95896 0.391
O 1.32121 2.48553 -1.76583 -0.938
H 0.94495 1.78553 -1.21666 0.468
H 1.70931 1.95945 -2.45338 0.472
O 2.83254 -0.94536 -1.29893 -0.951
H 3.45004 -0.21451 -1.18712 0.478
H 2.05811 -0.63724 -0.83134 0.472
O -0.57839 2.64335 2.13681 -0.944
H -0.07721 1.85518 1.87335 0.463
H -0.24647 3.27166 1.48271 0.472
O 3.13167 1.22005 0.92432 -0.945
H 2.43165 1.74781 0.52426 0.469
H 2.69668 0.81986 1.68349 0.478
O 1.91309 -0.84914 3.43896 -0.933
H 1.63916 -1.28171 2.61889 0.471
H 1.21572 -1.15044 4.02807 0.467
```

Summary:
SMILES string	O=C(O)[C@H]1CCCN1.O.O.O.O.O
orbital gap	9.5	eV
LUMO	0.225	eV

=====

<b>
# C5H19NO7

A cluster of 6 separate species, C5H19NO7 in total (wB97M-V/def2-TZVPD, OMol25).

```
32
Properties=species:S:1:pos:R:3:nbo_charge:R:1
C -2.38759 -0.88667 -0.65816 -0.612
C -1.87123 0.54085 -0.61315 -0.394
C -0.34200 0.62509 -0.47431 -0.191
C 0.30918 0.06450 -1.71751 0.493
O 0.52016 -1.11990 -1.88176 -0.595
N 0.05180 2.00737 -0.29737 -0.591
C 1.30101 2.28556 0.11935 0.556
O 2.17924 1.44126 0.19098 -0.662
H -2.13742 -1.40584 -1.58347 0.210
H -1.95509 -1.49025 0.14345 0.214
H -3.46926 -0.92087 -0.54312 0.220
H -2.17782 1.09164 -1.50412 0.212
H -2.30309 1.05147 0.24770 0.226
H -0.05057 0.03122 0.39288 0.244
H 0.56243 0.79165 -2.49819 0.152
H -0.66825 2.69519 -0.14022 0.411
H 1.48977 3.34464 0.32766 0.133
O -1.05281 0.09377 -4.19821 -0.952
H -0.75228 -0.81613 -4.08634 0.480
H -1.30452 0.15641 -5.12961 0.477
O -0.59687 -1.60702 3.30001 -0.965
H -0.52229 -2.03077 2.43515 0.483
H 0.31654 -1.40665 3.53713 0.487
O 0.69476 -2.55752 0.46720 -0.995
H 0.60700 -2.17037 -0.43040 0.510
H 1.18082 -3.37972 0.34852 0.484
O 1.82547 -0.60786 2.06978 -1.014
H 1.57333 -1.37034 1.51359 0.498
H 2.16368 0.04938 1.44146 0.503
O -0.36953 1.12504 2.67035 -1.000
H 0.45614 0.62257 2.52279 0.489
H -0.93296 0.46734 3.10345 0.490
```

Summary:
SMILES string	CC[C@@H](C=O)NC=O.O.O.O.O.O
orbital gap	10.6	eV
LUMO	0.407	eV

=====

Tell me which of them is the least stable. Sure, it is <a>.